C81H182F15N10O18S3 | ωB97M-V/def2-TZVPD

Output
E_tot in Ha: -7788.15677

Geometry as ORCA input:
```
! RIJCOSX wB97M-V def2-TZVPD def2/J DEFGRID3
* xyz 5 1
C 1.256 -9.513 5.646
C 2.271 -8.554 6.407
C 2.640 -7.243 5.687
C 1.413 -6.783 4.945
N 1.522 -5.378 4.329
C 0.425 -5.238 3.317
C 0.891 -4.182 2.328
C 2.459 -4.217 2.390
C 2.739 -5.346 3.414
C 1.511 -4.352 5.360
H 1.265 -10.586 5.966
H 1.497 -9.613 4.602
H 0.257 -9.077 5.702
H 3.138 -9.182 6.547
H 1.826 -8.305 7.356
H 3.394 -7.395 4.940
H 3.011 -6.482 6.382
H 0.553 -6.724 5.626
H 1.052 -7.454 4.202
H -0.461 -4.885 3.875
H 0.278 -6.265 2.865
H 0.580 -3.182 2.745
H 0.539 -4.303 1.326
H 2.880 -3.282 2.780
H 2.890 -4.426 1.379
H 3.659 -5.205 3.941
H 2.754 -6.326 2.928
H 1.358 -3.424 4.852
H 2.430 -4.484 5.957
H 0.623 -4.537 6.004
C -1.171 1.016 -6.630
C -1.263 0.775 -5.139
C -2.665 0.354 -4.660
C -3.477 1.648 -4.980
N -4.846 1.753 -4.260
C -5.753 0.653 -4.622
C -7.179 1.218 -4.338
C -7.045 2.748 -4.397
C -5.556 3.101 -4.665
C -4.613 1.745 -2.788
H -0.226 1.008 -7.110
H -1.624 1.952 -6.858
H -1.771 0.261 -7.187
H -0.934 1.714 -4.589
H -0.560 -0.059 -4.799
H -2.791 0.110 -3.601
H -3.114 -0.434 -5.327
H -3.710 1.785 -6.024
H -2.925 2.496 -4.628
H -5.576 -0.318 -4.116
H -5.559 0.428 -5.688
H -7.502 0.970 -3.370
H -7.932 0.911 -5.062
H -7.336 3.293 -3.418
H -7.701 3.160 -5.117
H -5.218 3.822 -3.936
H -5.188 3.303 -5.694
H -5.409 2.389 -2.293
H -3.678 2.243 -2.498
H -4.763 0.716 -2.464
C 3.399 -0.228 -0.742
C 2.286 0.582 -1.362
C 1.181 0.909 -0.340
C 0.452 -0.292 0.282
N -0.246 0.075 1.608
C -1.453 -0.900 1.926
C -2.687 -0.007 2.183
C -2.389 1.292 1.468
C -0.916 1.504 1.686
C 0.734 0.109 2.652
H 3.187 -1.271 -0.786
H 3.477 0.063 0.344
H 4.415 -0.211 -1.183
H 1.914 0.183 -2.283
H 2.669 1.606 -1.660
H 0.426 1.564 -0.743
H 1.671 1.431 0.416
H 1.065 -1.153 0.585
H -0.365 -0.654 -0.368
H -1.261 -1.433 2.833
H -1.678 -1.523 1.076
H -2.808 0.142 3.245
H -3.599 -0.485 1.880
H -2.948 2.243 1.846
H -2.565 1.341 0.410
H -0.632 1.715 2.701
H -0.293 2.168 1.081
H 1.522 0.813 2.483
H 1.156 -0.875 2.737
H 0.210 0.286 3.544
C -7.602 0.156 6.672
C -8.385 1.485 6.665
C -9.591 1.347 7.583
C -10.474 2.542 7.370
N -11.485 2.888 8.506
C -12.508 1.833 8.468
C -13.515 2.329 7.375
C -13.222 3.755 7.068
C -12.220 4.113 8.118
C -10.731 2.905 9.836
H -6.932 0.127 5.814
H -8.226 -0.749 6.519
H -7.054 -0.053 7.570
H -8.639 1.833 5.616
H -7.791 2.318 7.027
H -9.193 1.194 8.563
H -10.079 0.402 7.440
H -11.076 2.364 6.493
H -9.882 3.443 7.291
H -13.103 1.817 9.417
H -12.104 0.836 8.280
H -14.551 2.257 7.720
H -13.519 1.726 6.499
H -14.114 4.386 7.154
H -12.888 3.970 6.048
H -12.677 4.538 9.039
H -11.514 4.886 7.812
H -11.292 3.547 10.544
H -9.822 3.370 9.605
H -10.593 1.921 10.236
C 10.930 -3.727 -9.330
C 9.607 -4.362 -8.849
C 8.670 -3.261 -8.430
C 7.465 -3.739 -7.654
N 6.483 -2.731 -7.228
C 5.507 -3.555 -6.312
C 4.672 -4.338 -7.252
C 4.563 -3.394 -8.557
C 5.509 -2.223 -8.292
C 7.136 -1.635 -6.527
H 10.740 -2.994 -10.105
H 11.532 -4.480 -9.839
H 11.480 -3.264 -8.504
H 9.896 -5.041 -7.986
H 9.225 -5.059 -9.571
H 8.301 -2.696 -9.324
H 9.317 -2.605 -7.891
H 7.709 -4.251 -6.781
H 6.898 -4.382 -8.322
H 4.861 -2.885 -5.807
H 6.143 -4.080 -5.579
H 3.649 -4.462 -6.843
H 5.023 -5.374 -7.477
H 3.492 -3.169 -8.828
H 4.926 -3.995 -9.405
H 5.044 -1.379 -7.796
H 6.142 -1.933 -9.131
H 7.755 -2.041 -5.789
H 6.360 -0.950 -6.086
H 7.784 -1.188 -7.294
C 2.043 7.672 5.839
N 2.872 6.646 5.216
C 2.780 6.814 3.742
C 4.310 6.910 5.464
C 2.312 5.225 5.511
C 3.273 4.180 5.000
O 2.677 2.963 5.354
H 0.989 7.399 5.624
H 2.329 8.625 5.465
H 2.170 7.734 6.921
H 2.886 7.879 3.595
H 1.751 6.646 3.363
H 3.535 6.322 3.173
H 4.683 6.426 6.387
H 4.467 7.983 5.610
H 4.978 6.575 4.666
H 1.331 5.073 4.981
H 2.244 5.133 6.631
H 4.279 4.361 5.475
H 3.506 4.235 3.903
H 3.269 2.221 5.090
C 9.636 5.901 1.631
N 10.399 4.657 1.281
C 11.775 4.996 0.868
C 10.350 3.726 2.393
C 9.603 4.146 0.088
C 9.620 2.667 -0.212
O 10.968 2.310 -0.465
H 8.547 5.640 1.823
H 9.715 6.609 0.778
H 10.129 6.359 2.539
H 11.729 5.627 -0.051
H 12.288 4.028 0.635
H 12.222 5.530 1.715
H 10.982 4.153 3.197
H 10.763 2.834 2.069
H 9.249 3.650 2.690
H 9.908 4.769 -0.717
H 8.541 4.312 0.247
H 9.002 2.668 -1.117
H 9.248 2.068 0.573
H 11.087 1.346 -0.461
C -0.306 -4.619 -9.474
N -0.890 -3.954 -8.192
C -1.017 -2.506 -8.570
C -2.191 -4.640 -7.882
C 0.105 -4.034 -6.998
C -0.570 -3.517 -5.688
O -1.369 -4.508 -5.147
H 0.610 -4.073 -9.764
H -1.068 -4.544 -10.218
H -0.098 -5.698 -9.291
H -1.198 -1.890 -7.744
H -1.837 -2.342 -9.258
H -0.003 -2.205 -8.904
H -2.621 -4.105 -7.089
H -2.005 -5.687 -7.784
H -2.906 -4.421 -8.692
H 0.912 -3.338 -7.204
H 0.425 -5.072 -7.053
H -1.098 -2.559 -5.797
H 0.351 -3.380 -5.054
H -1.724 -4.195 -4.293
C 1.018 5.950 -3.577
N 0.986 4.530 -4.042
C 0.822 3.572 -2.896
C -0.132 4.264 -5.104
C 2.361 4.210 -4.594
C 2.833 4.974 -5.803
O 3.559 6.109 -5.386
H 1.919 6.146 -2.999
H 0.157 6.165 -2.914
H 0.970 6.645 -4.435
H 1.553 3.786 -2.155
H 1.057 2.552 -3.273
H -0.237 3.579 -2.444
H 0.007 4.896 -5.964
H -1.050 4.426 -4.557
H 0.086 3.206 -5.317
H 2.386 3.192 -4.879
H 3.104 4.349 -3.787
H 1.938 5.277 -6.364
H 3.423 4.287 -6.419
H 4.440 6.079 -5.703
C -5.147 -5.439 5.008
N -4.604 -5.407 3.591
C -3.627 -6.530 3.464
C -5.700 -5.825 2.672
C -3.941 -4.103 3.404
C -3.707 -3.741 2.014
O -2.737 -4.602 1.431
H -5.388 -6.491 5.256
H -6.083 -4.886 4.993
H -4.445 -5.077 5.728
H -3.294 -6.480 2.434
H -4.163 -7.428 3.534
H -2.855 -6.432 4.274
H -6.097 -6.847 2.910
H -5.386 -5.666 1.628
H -6.470 -5.043 2.749
H -3.139 -4.057 4.109
H -4.688 -3.427 3.846
H -3.375 -2.704 1.870
H -4.681 -3.892 1.545
H -2.739 -4.399 0.468
C 2.853 1.019 -7.430
F 3.077 0.334 -8.564
F 3.967 1.696 -7.027
F 1.934 1.972 -7.650
S 2.496 -0.203 -6.101
O 3.824 -0.700 -5.827
O 1.914 0.563 -5.039
O 1.607 -1.099 -6.835
C 4.638 3.535 1.329
F 3.655 2.552 1.267
F 4.986 3.815 0.049
F 4.025 4.638 1.863
S 6.106 2.874 2.303
O 6.493 1.708 1.557
O 6.983 4.048 2.174
O 5.578 2.634 3.606
C -4.336 -2.660 -1.752
F -4.904 -2.821 -2.986
F -4.959 -1.598 -1.149
F -4.618 -3.717 -1.044
S -2.564 -2.318 -1.883
O -2.069 -3.070 -0.770
O -2.240 -2.860 -3.186
O -2.484 -0.907 -1.759
C -2.215 5.155 -1.819
O -1.282 4.901 -0.663
O -2.099 4.308 -2.849
C -3.667 4.956 -1.270
F -3.919 3.681 -0.781
F -3.934 5.714 -0.180
F -4.595 5.211 -2.235
C -0.984 6.104 0.063
C -0.643 5.845 1.518
H -1.334 5.081 1.871
H 0.412 5.554 1.685
H -0.855 6.655 2.119
H -1.870 6.768 0.060
H -0.174 6.684 -0.369
H -2.080 6.245 -1.999
C -1.361 -2.537 5.703
O -1.757 -3.877 6.065
O -1.083 -2.390 4.455
C -2.575 -1.601 6.188
F -2.949 -1.618 7.473
F -2.260 -0.282 6.057
F -3.711 -1.836 5.491
C -1.670 -4.160 7.527
C -1.456 -5.653 7.721
H -2.267 -6.255 7.256
H -0.487 -6.031 7.401
H -1.578 -5.932 8.813
H -2.626 -3.875 7.946
H -0.910 -3.440 7.909
H -0.439 -2.368 6.342
*
```



CH7Cl2NSi2 | ωB97M-V/def2-TZVPD

Output
Relative energy (zero: lowest compared OMol25 entry of this formula, charge and spin) in kcal per mole: 142.49

Geometry as ORCA input:
```
! RIJCOSX wB97M-V def2-TZVPD def2/J DEFGRID3
* xyz 0 1
C -0.759 0.443 2.510
N 0.903 -0.001 -0.953
Si 0.147 0.431 -2.474
Si 0.338 -1.097 0.200
Cl -1.552 -1.009 3.380
Cl 0.481 1.140 3.554
H -1.522 1.191 2.446
H 1.898 0.337 -0.945
H -1.234 0.313 -1.972
H 0.331 -0.519 -3.495
H 0.640 1.856 -2.990
H -1.100 -1.498 -0.304
H 1.430 -1.588 1.043
*
```